Record 1
The following is a DFT calculation (wB97M-V/def2-TZVPD) of a 2-piece molecular cluster, C13H23NO2 overall.

Summary:
charge	0
total energy	-714.29630	Ha
SMILES	C=C[C@@H](CCC(C)C)OC=O.CCCC#N
gap between HOMO and LUMO	9.94	eV
LUMO energy	0.760	eV
HOMO	-0.337	hartree
max |F|	1.44	eV/Å
relative energy (zero: lowest compared OMol25 entry of this formula, charge and spin)	76.2	kcal per mole

Each line ends with the Löwdin charge.
Atoms and positions in Å:
C1 1.701 -3.514 0.721  0.042
C2 0.798 -2.520 0.701  -0.101
C3 -0.452 -2.594 1.524  -0.319
C4 -1.002 -1.299 2.134  -0.123
C5 -0.964 -0.063 1.224  -0.166
C6 -0.694 1.294 1.908  -0.416
C7 0.397 1.269 2.971  -0.084
C8 -0.227 2.247 0.791  -0.101
O1 -1.464 -3.266 0.713  -0.021
C9 -1.980 -4.347 1.344  -0.359
O2 -1.744 -5.470 1.033  0.115
H1 1.905 -4.050 1.642  0.064
H2 2.218 -3.770 -0.197  0.062
H3 0.993 -1.678 0.042  0.084
H4 -0.211 -3.260 2.363  0.140
H5 -0.503 -1.152 3.091  0.102
H6 -2.052 -1.494 2.372  0.117
H7 -1.951 0.019 0.759  0.120
H8 -0.257 -0.163 0.401  0.081
H9 -1.620 1.725 2.302  0.130
H10 0.518 2.274 3.385  0.078
H11 1.356 0.951 2.557  0.090
H12 0.156 0.631 3.823  0.063
H13 -0.916 2.258 -0.055  0.074
H14 0.716 1.837 0.424  0.030
H15 -0.008 3.248 1.167  0.077
H16 -2.684 -4.119 2.160  0.147
C10 -0.266 1.385 -4.228  -0.107
C11 0.177 2.707 -3.612  -0.258
C12 1.631 2.681 -3.127  -0.181
C13 1.825 1.661 -2.097  -0.219
N1 1.945 0.852 -1.291  0.168
H17 -0.228 0.574 -3.499  0.071
H18 -1.293 1.455 -4.586  0.073
H19 0.368 1.113 -5.074  0.077
H20 -0.478 2.956 -2.775  0.103
H21 0.073 3.506 -4.348  0.108
H22 1.912 3.648 -2.707  0.119
H23 2.308 2.466 -3.955  0.121



Record 2
The following is a DFT calculation (wB97M-V/def2-TZVPD) of an isolated molecule of C13H23NO3.

Summary:
charge	0
total energy	-789.59437	Ha
SMILES	CCCCCC[C@@H]1/C(=N/O)CC[C@H]1C(=O)OC
gap between HOMO and LUMO	10.24	eV
LUMO energy	0.783	eV
HOMO	-0.348	hartree
max |F|	0.98	eV/Å
relative energy (zero: lowest compared OMol25 entry of this formula, charge and spin)	49.7	kcal per mole

Each line ends with the Löwdin charge.
Atoms and positions in Å:
C1 -0.287 4.669 1.139  -0.118
C2 0.724 3.555 1.381  -0.281
C3 1.525 3.235 0.119  -0.224
C4 2.519 2.080 0.304  -0.208
C5 2.047 0.751 -0.290  -0.208
C6 0.807 0.184 0.391  -0.153
C7 0.364 -1.143 -0.242  -0.216
C8 -0.259 -0.923 -1.592  -0.262
N1 0.435 -0.603 -2.596  0.051
O1 -0.276 -0.407 -3.789  -0.048
C9 -1.745 -1.137 -1.536  -0.092
C10 -2.061 -1.269 -0.049  -0.117
C11 -0.759 -1.820 0.557  -0.172
C12 -0.698 -3.329 0.405  -0.465
O2 0.132 -3.943 -0.210  0.133
O3 -1.702 -3.915 1.072  -0.039
C13 -1.752 -5.333 1.008  -0.046
H1 -0.840 4.892 2.049  0.066
H2 0.216 5.577 0.813  0.070
H3 -0.998 4.379 0.368  0.070
H4 1.414 3.860 2.172  0.108
H5 0.202 2.663 1.728  0.094
H6 2.065 4.138 -0.175  0.108
H7 0.838 2.995 -0.695  0.111
H8 3.464 2.338 -0.178  0.104
H9 2.726 1.946 1.368  0.107
H10 2.856 0.022 -0.203  0.116
H11 1.838 0.878 -1.353  0.096
H12 -0.013 0.900 0.320  0.112
H13 1.023 0.015 1.449  0.125
H14 1.230 -1.804 -0.329  0.151
H15 0.413 -0.205 -4.437  0.091
H16 -1.979 -2.054 -2.083  0.133
H17 -2.277 -0.321 -2.028  0.121
H18 -2.272 -0.289 0.381  0.119
H19 -2.910 -1.920 0.150  0.115
H20 -0.701 -1.604 1.626  0.157
H21 -2.611 -5.635 1.601  0.093
H22 -0.834 -5.763 1.415  0.097
H23 -1.863 -5.663 -0.027  0.098



Record 3
The following is a DFT calculation (wB97M-V/def2-TZVPD) of a 4-piece molecular cluster, C13H24F3NO12S overall.

Summary:
charge	0
total energy	-2165.09367	Ha
gap between HOMO and LUMO	10.17	eV
LUMO energy	0.111	eV
HOMO	-0.370	hartree
max |F|	2.33	eV/Å
relative energy (zero: lowest compared OMol25 entry of this formula, charge and spin)	0.0	kcal per mole

Each line ends with the Löwdin charge.
Atoms and positions in Å:
C1 2.308 2.853 5.229  -0.015
C2 1.594 1.995 4.221  -0.383
C3 1.932 2.248 2.780  -0.017
N1 0.750 1.136 4.632  0.081
O1 -0.340 1.104 3.688  -0.389
S1 -1.812 1.240 4.430  1.017
O2 -1.566 1.641 5.765  -0.353
O3 -2.680 2.557 3.713  -0.146
C4 -1.943 3.447 3.010  -0.843
F1 -1.544 2.961 1.858  0.172
F2 -2.736 4.472 2.715  0.174
F3 -0.925 3.933 3.678  0.188
H1 2.011 3.876 4.975  0.094
H2 3.394 2.767 5.152  0.086
H3 1.947 2.660 6.238  0.087
H4 2.953 1.943 2.538  0.091
H5 1.862 3.331 2.614  0.090
H6 1.261 1.773 2.066  0.075
C5 -2.204 -2.504 -2.768  -0.035
O4 -2.984 -1.649 -1.930  0.000
C6 -2.347 -1.218 -0.839  -0.618
O5 -1.216 -1.488 -0.527  0.126
O6 -3.183 -0.436 -0.153  0.012
C7 -2.630 0.100 1.049  -0.051
H7 -2.825 -2.784 -3.615  0.082
H8 -1.324 -1.982 -3.140  0.100
H9 -1.912 -3.408 -2.235  0.099
H10 -1.768 0.725 0.832  0.087
H11 -2.359 -0.701 1.737  0.098
H12 -3.399 0.713 1.513  0.091
C8 8.438 1.306 3.001  -0.042
O7 7.054 0.954 2.952  -0.001
C9 6.797 -0.167 2.273  -0.622
O8 7.611 -0.864 1.728  0.128
O9 5.480 -0.377 2.306  -0.005
C10 5.053 -1.552 1.613  -0.038
H13 8.514 2.226 3.575  0.092
H14 9.014 0.529 3.502  0.098
H15 8.826 1.482 1.999  0.098
H16 5.495 -2.442 2.059  0.098
H17 5.306 -1.489 0.556  0.099
H18 3.973 -1.608 1.713  0.093
C11 -4.854 -3.726 -9.136  -0.042
O10 -5.632 -2.870 -8.299  0.005
C12 -4.993 -2.441 -7.209  -0.620
O11 -3.862 -2.714 -6.899  0.118
O12 -5.826 -1.658 -6.522  0.007
C13 -5.266 -1.124 -5.321  -0.038
H19 -5.481 -4.003 -9.980  0.093
H20 -3.973 -3.205 -9.507  0.097
H21 -4.565 -4.629 -8.600  0.097
H22 -4.402 -0.500 -5.544  0.100
H23 -4.991 -1.925 -4.637  0.087
H24 -6.028 -0.509 -4.851  0.096